(1)
A structure of composition C29H46Cl2GeIOOsSi4. Source: the OMol25 dataset; level of theory: ωB97M-V/def2-TZVPD.

Each line ends with the Mulliken charge.
Positions of all 85 atoms, in Å:
Os1 -0.05993 0.48773 0.05415  1.070
Cl1 -1.08548 -1.24669 2.28209  -0.127
C1 0.46717 -0.77574 1.61863  -0.761
Cl2 1.46970 -0.66746 -1.30860  -0.530
H1 0.98986 -1.65255 1.24424  0.558
H2 1.06267 -0.26507 2.36963  0.468
I1 -1.28326 3.10662 -1.36554  0.160
C2 0.57889 2.24844 -0.79679  -1.112
H3 1.07123 2.90162 -0.07954  0.463
H4 1.20216 2.10269 -1.67438  0.680
O1 -1.08780 1.43562 1.23634  -0.042
Si1 -1.53529 2.58240 2.42291  -0.862
C3 -0.58813 4.14667 2.10669  0.916
C4 -1.24203 5.33905 1.78077  -0.113
C5 -0.53015 6.50230 1.52304  -0.816
C6 0.85589 6.49486 1.57122  -0.530
C7 1.53020 5.32225 1.88718  -0.685
C8 0.81342 4.16572 2.15289  -0.371
C9 -3.36171 2.83628 2.20890  -0.417
C10 -4.07530 2.11956 1.24506  0.652
C11 -5.44351 2.28793 1.08281  -0.455
C12 -6.12990 3.18418 1.88966  -0.905
C13 -5.44187 3.90800 2.85384  -0.780
C14 -4.07414 3.73639 3.00895  0.317
C15 -1.14251 1.81183 4.06039  0.798
C16 -2.14178 1.58888 5.01111  -0.140
C17 -1.84076 1.05028 6.25611  -0.824
C18 -0.53383 0.71647 6.57210  -0.518
C19 0.47580 0.91405 5.63731  -0.884
C20 0.17068 1.45550 4.40027  -0.008
H5 -2.32416 5.36522 1.72420  0.377
H6 -1.05810 7.41581 1.28203  0.437
H7 1.41095 7.40279 1.37481  0.419
H8 2.61150 5.31454 1.93611  0.442
H9 1.36551 3.26869 2.41520  0.255
H10 -3.53650 1.41886 0.61395  -0.006
H11 -5.98648 1.72799 0.32849  0.291
H12 -7.19658 3.32032 1.76858  0.420
H13 -5.97350 4.60843 3.48442  0.447
H14 -3.55664 4.31274 3.76925  0.556
H15 -3.17225 1.83560 4.78344  0.338
H16 -2.62938 0.89357 6.98053  0.435
H17 -0.29735 0.31133 7.54729  0.410
H18 1.49842 0.65624 5.88146  0.447
H19 0.98111 1.61413 3.69577  0.117
C21 -4.07326 -1.39765 0.23986  -0.412
Si2 -3.90108 -1.08735 -1.54221  -0.274
C22 -4.14641 0.57561 -2.23295  -0.549
C23 -4.38656 -2.45804 -2.64116  -0.942
Ge1 -0.75671 -1.10574 -1.87901  0.253
Si3 -0.36616 -3.63789 -1.55738  0.350
C24 -1.13834 -4.09936 0.05975  -0.699
C25 1.46332 -3.87876 -1.62168  -1.005
C26 -1.21305 -4.43417 -3.00196  -1.113
Si4 -0.42474 -0.42667 -4.28963  0.277
C27 -0.79750 1.36089 -4.57566  -0.960
C28 -1.68959 -1.47996 -5.15593  -0.964
C29 1.33036 -0.89391 -4.64603  -1.068
H20 -5.01170 -0.91552 0.54729  0.454
H21 -3.27731 -0.96538 0.84890  -0.171
H22 -4.13137 -2.46805 0.43772  0.432
H23 -5.22066 0.77060 -2.09833  0.466
H24 -3.92002 0.60628 -3.29972  0.365
H25 -3.59238 1.36283 -1.72272  -0.062
H26 -5.47372 -2.31709 -2.74956  0.471
H27 -4.21671 -3.44057 -2.20293  0.341
H28 -3.95285 -2.42366 -3.63975  0.324
H29 -0.89971 -3.40171 0.85984  0.171
H30 -0.78234 -5.08764 0.36721  0.414
H31 -2.22625 -4.15832 -0.02708  0.221
H32 1.99806 -3.35160 -0.83382  0.343
H33 1.88530 -3.58451 -2.58387  0.302
H34 1.64590 -4.95101 -1.48901  0.409
H35 -2.24729 -4.12150 -3.13129  0.253
H36 -1.21679 -5.51609 -2.83003  0.434
H37 -0.67462 -4.26246 -3.93514  0.351
H38 -1.75306 1.65954 -4.14643  0.225
H39 -0.85033 1.52618 -5.65717  0.426
H40 -0.02731 2.02578 -4.18263  0.313
H41 -2.69556 -1.10101 -4.95812  0.221
H42 -1.64623 -2.53403 -4.88673  0.271
H43 -1.53662 -1.41299 -6.23764  0.464
H44 2.02888 -0.50536 -3.90854  0.390
H45 1.60284 -0.46167 -5.61426  0.405
H46 1.46406 -1.97530 -4.71693  0.286

Values from the calculation:
Calculated total energy ... -156493.6346 eV
M ... 983.68 g/mol
Charge ... +2
Frontier orbital gap (spin up / spin down) ... 0.178 / 0.181 Eh
Multiplicity ... 2

***

(2)
An isolated molecule of C5H12O. Source: the OMol25 dataset; level of theory: ωB97M-V/def2-TZVPD.

Each line ends with the Mulliken charge.
Positions of all 18 atoms, in Å:
C1 2.41261 -0.01169 0.26932  -1.202
C2 1.10937 0.65432 -0.10257  -0.298
O1 0.16258 -0.34790 -0.11470  -0.289
C3 -1.17911 0.11751 -0.17376  0.073
C4 -1.68544 -0.57574 -1.52129  -1.047
C5 -1.14014 -0.14484 1.51051  -0.878
H1 2.54235 -0.90260 -0.35253  0.280
H2 2.40726 -0.33209 1.31895  0.269
H3 3.24623 0.67141 0.11018  0.392
H4 0.88091 1.49522 0.58617  0.327
H5 1.08821 1.04277 -1.12406  0.377
H6 -1.25592 1.20307 -0.43281  0.259
H7 -2.57234 -0.15255 -2.01805  0.349
H8 -1.82754 -1.65342 -1.43168  0.293
H9 -0.85909 -0.44836 -2.25772  0.251
H10 -0.12404 -0.23173 2.02174  0.201
H11 -1.60873 -1.09432 1.73606  0.341
H12 -1.59715 0.71092 1.97624  0.301

Values from the calculation:
Calculated total energy ... -7424.2774 eV
M ... 88.15 g/mol
Charge ... 0
Frontier orbital gap ... 0.357 Eh
Multiplicity ... 1

***

(3)
A structure of composition C4H6N2O. Source: the OMol25 dataset; level of theory: ωB97M-V/def2-TZVPD.

Each line ends with the Mulliken charge.
Positions of all 13 atoms, in Å:
N1 0.39583 1.94235 -0.88868  -0.626
C1 -0.28536 1.04148 -0.34209  0.047
O1 -1.55102 1.02010 0.18087  -0.419
C2 -1.40092 -0.36655 0.61990  -0.378
C3 -0.02774 -0.40967 -0.04865  1.103
C4 0.66180 -1.40044 -0.87104  -0.889
N2 1.23838 -0.71358 0.59656  -0.504
H1 -0.11685 2.82098 -0.95102  0.291
H2 -1.42456 -0.43006 1.71087  0.261
H3 -2.15225 -1.01093 0.16030  0.268
H4 1.23656 -0.83285 -1.61586  0.223
H5 1.45628 -1.64310 0.91023  0.349
H6 1.96985 -0.01773 0.53861  0.275

Values from the calculation:
Calculated total energy ... -9268.4048 eV
M ... 98.10 g/mol
Charge ... 0
Frontier orbital gap ... 0.341 Eh
Multiplicity ... 1